1.
A 3-piece molecular cluster, H6O3 overall, computed with ωB97M-V/def2-TZVPD.

Structure (ORCA input):
```
! RIJCOSX wB97M-V def2-TZVPD def2/J DEFGRID3
* xyz 0 1
O -3.49 0.84 -2.97
H -2.78 0.28 -2.65
H -3.10 1.71 -3.02
O 2.38 0.64 3.95
H 2.54 1.58 3.84
H 3.06 0.35 4.57
O 0.32 -1.57 -1.53
H 0.50 -2.51 -1.56
H 0.57 -1.31 -0.64
*
```

The value obtained for the LUMO energy is 0.79 eV. Its relative energy (zero: lowest compared OMol25 entry of this formula, charge and spin) is 13.9 kcal/mol. Its HOMO energy is -11.361 eV.

Atomic partial charges in e from the Löwdin method, atoms 1 to 2: atom 1 (O): -0.054, atom 2 (H): 0.025



2.
A 14-piece molecular cluster, C3H36NO13 overall in a non-equilibrium geometry, computed with ωB97M-V/def2-TZVPD.

Structure (ORCA input):
```
! RIJCOSX wB97M-V def2-TZVPD def2/J DEFGRID3
* xyz 1 1
C -1.23 0.49 -1.41
C -1.66 1.61 -0.50
C -3.10 2.21 -0.87
N -1.95 1.10 0.96
H -0.22 0.59 -1.80
H -1.23 -0.55 -1.11
H -1.76 0.69 -2.31
H -0.88 2.37 -0.51
H -3.68 1.52 -1.47
H -2.90 2.93 -1.67
H -3.63 2.53 0.02
H -2.12 0.08 0.94
H -0.97 1.09 1.43
H -2.63 1.63 1.49
H -0.29 -2.80 -1.01
H 0.72 -2.61 -2.20
O 0.65 -2.86 -1.28
H -2.62 -3.32 -2.03
H -1.44 -3.27 -3.02
O -2.05 -2.72 -2.51
H 1.46 -1.02 -1.05
H 2.00 -0.39 -2.41
O 1.86 -0.26 -1.47
H -1.50 -2.12 0.78
H -1.07 -3.69 0.61
O -1.45 -2.91 0.21
H 2.55 1.81 3.40
H 1.80 1.55 2.04
O 1.80 1.36 3.00
H -0.97 3.44 2.31
H -0.01 2.53 2.99
O -0.93 2.56 2.71
H -0.26 -1.45 -4.45
H 0.09 -0.01 -4.00
O 0.24 -0.95 -3.81
H 3.01 2.34 0.31
H 2.44 1.18 -0.56
O 2.18 1.94 0.01
H -2.51 -2.23 2.55
H -1.14 -1.60 2.74
O -2.06 -1.39 2.50
H 3.82 -0.78 -0.95
H 4.72 -0.66 0.25
O 3.84 -0.40 -0.07
H 1.29 -2.65 2.40
H 1.06 -1.14 2.80
O 0.65 -1.93 2.45
H 2.33 -2.51 0.73
H 3.03 -1.26 1.40
O 2.87 -2.19 1.46
H 0.09 4.56 -0.34
H 1.25 3.49 -0.03
O 0.52 4.04 0.34
*
```

The value obtained for the LUMO energy is -2.45 eV. Its relative energy (zero: lowest compared OMol25 entry of this formula, charge and spin) is 27.6 kcal/mol. Its HOMO energy is -13.056 eV.

Atomic partial charges in e from the Löwdin method, atoms 1 to 2: atom 1 (C): -0.049, atom 2 (C): -0.283



3.
C9H10FeN2O7Te4 as an isolated structure, computed with ωB97M-V/def2-TZVPD.

Structure (ORCA input):
```
! RIJCOSX wB97M-V def2-TZVPD def2/J DEFGRID3
* xyz -1 6
Fe 0.64 0.95 -1.32
C 2.65 -0.60 2.00
C 2.04 0.69 1.48
C 1.86 1.72 2.59
O 0.74 0.44 0.93
C 2.97 1.29 0.40
O 4.11 1.57 0.67
O 2.41 1.45 -0.76
H 2.02 -1.00 2.80
H 3.65 -0.41 2.38
H 2.71 -1.34 1.20
H 1.28 1.29 3.40
H 1.33 2.59 2.19
H 2.84 2.04 2.96
H 0.70 -0.50 0.66
Te 1.45 -0.72 -3.44
Te 1.81 1.86 -4.03
Te -0.70 2.70 -3.40
Te -0.42 3.81 -0.96
O -3.37 -3.60 -0.48
C -3.93 -2.41 -0.55
O -5.13 -2.24 -0.47
C -3.03 -1.23 -0.70
C -3.48 0.07 -0.73
N -2.41 0.86 -0.86
N -1.28 0.15 -0.90
C -1.63 -1.12 -0.81
C -0.51 -2.14 -0.76
O -0.81 -3.34 -0.86
O 0.64 -1.63 -0.64
H -2.36 -3.54 -0.51
H -4.48 0.46 -0.66
H -2.32 1.88 -0.83
*
```

The value obtained for the LUMO energy (spin up / spin down) is 1.59 / 0.40 eV. Its HOMO energy (spin up / spin down) is -4.842 / -4.652 eV.

Atomic partial charges in e from the Löwdin method, atoms 1 to 2: atom 1 (Fe): 0.220, atom 2 (C): -0.005



4.
A single C8H11BF2O3 molecule in a non-equilibrium geometry, computed with ωB97M-V/def2-TZVPD.

Structure (ORCA input):
```
! RIJCOSX wB97M-V def2-TZVPD def2/J DEFGRID3
* xyz 0 1
O 2.16 0.83 -1.39
C 1.42 0.57 -0.47
C 0.94 1.28 0.73
C 0.19 2.47 0.14
O 1.19 3.46 -0.21
O 0.08 0.46 1.48
C -0.32 -0.79 0.76
B -1.61 -0.95 -0.21
C -2.77 -0.44 -1.07
C -2.60 -1.94 -0.64
C 0.98 -0.92 -0.09
F 0.82 -1.65 -1.22
C 2.07 -1.42 0.85
F 3.29 -1.51 0.19
H 1.69 1.59 1.49
H -0.24 2.91 1.06
H -0.50 2.32 -0.62
H 1.61 3.08 -1.00
H -0.38 -1.57 1.72
H -3.52 0.31 -0.72
H -2.75 -0.41 -2.23
H -2.47 -2.53 -1.51
H -3.45 -2.29 0.06
H 2.00 -2.36 1.32
H 2.17 -0.52 1.57
*
```

The value obtained for the LUMO energy is 0.07 eV. Its relative energy (zero: lowest compared OMol25 entry of this formula, charge and spin) is 37.1 kcal/mol. Its HOMO energy is -9.820 eV.

Atomic partial charges in e from the Löwdin method, atoms 1 to 2: atom 1 (O): 0.170, atom 2 (C): -0.241



5.
A 2-piece molecular cluster, CH2Cl2OSi overall in a non-equilibrium geometry, computed with ωB97M-V/def2-TZVPD.

Structure (ORCA input):
```
! RIJCOSX wB97M-V def2-TZVPD def2/J DEFGRID3
* xyz 0 1
C -1.20 0.50 -0.17
O -1.66 0.05 0.79
Si 1.67 0.07 -0.51
Cl 2.04 2.00 -0.12
Cl 2.52 -1.28 0.64
H -1.55 1.33 -0.85
H 2.38 -0.18 -1.88
*
```

The value obtained for the LUMO energy (spin up / spin down) is -0.65 / -0.32 eV. Its relative energy (zero: lowest compared OMol25 entry of this formula, charge and spin) is 45.6 kcal/mol. Its HOMO energy (spin up / spin down) is -8.221 / -7.946 eV.

Atomic partial charges in e from the Löwdin method, atoms 1 to 2: atom 1 (C): -0.168, atom 2 (O): 0.042